DFT (the ωB97M-V functional and the def2-TZVPD basis) results for a 5-piece molecular cluster, C2H15NO4 overall.

Each line ends with the Löwdin charge.
Atoms and positions in Å:
C: -0.46846 -1.34326 1.98361  -0.16
N: -0.40578 -2.06078 0.71227  -0.18
C: -1.19644 -3.27586 0.60208  -0.16
H: -1.52900 -1.25134 2.26615  0.08
H: 0.04775 -1.83123 2.84472  0.09
H: 0.03900 -0.39841 1.90497  0.03
H: 0.57686 -2.12846 0.43491  0.10
H: -1.26802 -3.53804 -0.44985  0.06
H: -2.17721 -3.03733 1.02231  0.07
H: -0.86213 -4.25433 1.01486  0.07
O: 2.12038 0.16956 1.04322  -0.08
H: 2.91580 0.65547 0.75362  0.05
H: 1.58729 0.61128 0.34126  0.03
O: 2.12065 2.55171 -2.19906  -0.07
H: 2.42341 2.55101 -3.11054  0.03
H: 1.55081 3.28710 -1.92946  0.02
O: -0.79263 3.37272 -2.22388  -0.09
H: -0.86228 3.13047 -3.17057  0.06
H: -0.69878 2.48688 -1.82087  -0.01
O: -0.82378 1.49307 -0.34018  -0.06
H: -0.84152 0.70874 0.26428  0.05
H: -1.45594 2.10106 0.05619  0.06

The value obtained for the HOMO energy is -8.64 eV. Its energy relative to the best compared isomer or geometry (same formula, charge and spin) is 32.3 kcal per mole. For the LUMO energy, the calculation gives 0.693 eV. The SMILES is CNC.O.O.O.O. Its total energy is -440.87249 hartree.